ORCA calculation (wB97M-V/def2-TZVPD) on 2 unconnected molecules or ions with the total composition C30H61F7N5O4PSi2 at a distorted geometry.

Properties
E_HOMO (eV): -4.26
Frontier orbital gap (hartree): 0.0909
E (Ha): -3373.263111

Last column: Mulliken charge in e.
Cartesian coordinates (Å):
C  -0.773  -0.212  2.203  -0.585
C  0.364  0.261  1.732  -0.114
C  1.743  0.952  1.244  -0.754
C  1.778  1.371  -0.314  -0.129
C  2.268  2.868  -0.645  -1.122
N  1.260  3.985  -0.359  1.815
N  1.824  4.612  0.792  -0.804
C  1.462  4.975  -1.487  -1.074
C  1.302  6.555  -1.100  0.324
O  2.611  7.215  -0.977  -0.587
C  0.547  7.330  -2.334  -0.644
N  -0.387  8.388  -1.775  -0.583
C  -0.162  3.498  -0.157  0.367
C  -0.625  3.434  1.412  -0.774
C  -1.063  4.908  2.016  0.183
C  -0.699  4.926  3.618  -0.426
C  -1.930  5.426  4.544  -0.532
O  -1.378  5.536  5.913  -0.377
C  -1.913  4.489  6.769  -0.604
P  -1.506  4.708  -0.875  0.123
O  -2.946  4.331  -0.465  -0.660
C  -0.529  2.114  -0.991  -3.245
O  -1.665  1.404  -0.459  0.828
C  -2.800  1.296  -1.338  -0.486
C  -4.186  0.852  -0.573  0.187
C  -4.761  1.956  0.442  -1.138
C  -4.106  -0.622  0.089  1.027
C  -5.192  -1.584  -0.691  -1.259
C  -4.510  -0.696  1.656  -1.356
N  0.558  1.122  -1.108  0.752
C  0.740  0.451  -2.378  0.529
F  -0.439  0.346  -3.222  -0.320
F  1.730  1.069  -3.282  -0.392
C  1.267  -1.107  -2.281  0.665
F  0.779  -1.786  -3.478  -0.301
F  2.720  -1.189  -2.401  -0.283
C  0.674  -1.932  -1.036  0.650
F  1.667  -1.960  -0.004  -0.244
F  0.547  -3.309  -1.487  -0.156
F  -0.632  -1.546  -0.617  -0.263
H  -1.742  -0.320  2.827  0.324
H  1.960  1.792  1.996  0.508
H  2.560  0.140  1.445  0.418
H  2.620  0.701  -0.778  0.980
H  2.590  2.829  -1.767  0.313
H  3.276  2.999  -0.079  0.226
H  2.766  5.009  0.557  0.414
H  2.079  3.894  1.507  0.189
H  2.578  4.962  -1.845  0.544
H  0.874  4.693  -2.457  0.485
H  0.701  6.754  -0.146  0.222
H  2.743  7.400  -0.011  0.387
H  -0.069  6.596  -2.994  0.142
H  1.347  7.909  -2.957  0.423
H  -0.029  8.665  -0.836  0.246
H  -0.277  9.245  -2.358  0.312
H  0.189  3.056  2.126  0.278
H  -1.557  2.796  1.607  0.104
H  -0.411  5.752  1.553  -0.306
H  -2.193  5.092  1.919  0.551
H  -0.376  3.897  4.020  0.226
H  0.185  5.660  3.822  0.215
H  -2.258  6.504  4.266  0.249
H  -2.828  4.709  4.573  0.353
H  -1.234  4.261  7.692  0.230
H  -2.049  3.472  6.231  0.266
H  -2.919  4.863  7.232  0.257
H  -1.319  6.066  -0.470  0.303
H  -1.446  4.665  -2.319  0.171
H  -0.788  2.504  -2.064  0.673
H  -2.700  0.451  -2.144  0.164
H  -3.029  2.253  -1.971  0.160
H  -4.964  0.770  -1.442  0.416
H  -5.036  2.890  -0.203  0.279
H  -4.082  2.221  1.330  0.044
H  -5.782  1.622  0.904  0.391
H  -3.096  -1.157  -0.022  -0.297
H  -5.308  -2.541  -0.046  0.362
H  -6.181  -1.045  -0.911  0.327
H  -4.643  -1.940  -1.660  0.312
H  -4.337  -1.774  2.019  0.372
H  -3.865  0.060  2.234  0.193
H  -5.635  -0.388  1.714  0.334
C  1.523  -10.756  0.751  -1.018
Si  2.573  -9.478  -0.166  0.161
C  3.678  -10.420  -1.357  -1.043
C  3.659  -8.634  1.114  -1.050
N  1.500  -8.384  -0.965  -0.238
Si  2.094  -7.068  -1.913  0.064
C  3.126  -7.630  -3.379  -1.049
C  3.101  -5.840  -0.908  -0.986
C  0.606  -6.131  -2.607  -0.827
H  2.166  -11.471  1.273  0.274
H  0.880  -10.270  1.490  0.240
H  0.892  -11.311  0.051  0.250
H  4.161  -11.258  -0.843  0.357
H  4.470  -9.785  -1.760  0.308
H  3.098  -10.827  -2.190  0.244
H  3.066  -7.981  1.762  0.235
H  4.446  -8.038  0.645  0.307
H  4.149  -9.381  1.748  0.365
H  4.109  -7.987  -3.067  0.312
H  3.285  -6.795  -4.071  0.345
H  2.621  -8.430  -3.929  0.244
H  2.585  -5.576  0.018  0.230
H  3.256  -4.918  -1.482  0.298
H  4.088  -6.236  -0.658  0.358
H  -0.018  -5.743  -1.797  0.149
H  -0.005  -6.787  -3.235  0.328
H  0.941  -5.285  -3.216  0.143

---

ORCA calculation (wB97M-V/def2-TZVPD) on a molecular structure, C24H28N4O4PPtS.

Properties
E_HOMO (eV): -18.46
Frontier orbital gap (hartree): 0.2422
E (Ha): -2309.115266
Energy above the lowest of the compared OMol25 structures with the same formula, charge and spin (kcal per mole): 0.0
Charge: +3

Last column: natural (NBO) charge in e.
Cartesian coordinates (Å):
Pt  -1.070  0.415  1.245  1.180
O  -1.743  -2.046  4.056  -0.765
S  -1.561  -1.746  2.699  2.369
O  -2.517  -0.719  2.064  -0.887
O  -0.232  -1.036  2.315  -0.862
C  -1.641  -3.111  1.642  -0.373
C  -1.841  -4.380  2.145  -0.115
C  -1.877  -5.450  1.251  -0.131
C  -1.703  -5.235  -0.103  -0.155
C  -1.483  -3.949  -0.605  -0.092
C  -1.465  -2.871  0.267  -0.444
P  -1.114  -1.273  -0.501  1.617
C  0.504  -1.296  -1.165  -0.533
C  0.756  -0.964  -2.509  -0.072
C  2.040  -1.083  -3.003  -0.210
C  3.070  -1.518  -2.177  -0.089
C  2.825  -1.853  -0.843  -0.192
C  1.550  -1.746  -0.333  -0.173
C  -2.368  -0.680  -1.545  -0.567
C  -3.615  -1.334  -1.596  -0.073
C  -4.569  -0.889  -2.489  -0.216
C  -4.298  0.207  -3.306  -0.075
C  -3.081  0.887  -3.226  -0.204
C  -2.114  0.460  -2.342  -0.157
H  -1.969  -4.532  3.210  0.281
H  -2.035  -6.453  1.624  0.273
H  -1.727  -6.070  -0.791  0.269
H  -1.331  -3.811  -1.669  0.241
H  -0.044  -0.665  -3.171  0.232
H  2.238  -0.850  -4.041  0.264
H  4.070  -1.618  -2.579  0.260
H  3.630  -2.217  -0.220  0.256
H  1.357  -2.025  0.696  0.241
H  -3.820  -2.184  -0.958  0.235
H  -5.522  -1.395  -2.559  0.267
H  -5.051  0.544  -4.008  0.265
H  -2.900  1.749  -3.854  0.265
H  -1.179  1.001  -2.250  0.252
C  -3.735  1.813  0.492  -0.253
O  -2.271  1.999  0.641  -0.698
H  -4.171  2.808  0.463  0.241
H  -4.117  1.238  1.331  0.218
H  -3.881  1.307  -0.453  0.211
H  -2.138  2.738  1.257  0.535
C  3.757  3.541  2.983  -0.625
C  4.319  3.573  1.564  -0.238
C  3.819  4.779  0.776  -0.615
C  4.095  2.272  0.794  -0.214
N  2.652  1.960  0.599  -0.136
C  1.733  1.597  1.469  0.236
N  0.587  1.489  0.796  -0.398
N  0.862  1.743  -0.515  -0.040
N  2.086  2.029  -0.627  0.034
H  4.176  4.362  3.562  0.264
H  4.007  2.617  3.511  0.213
H  2.672  3.688  2.996  0.187
H  5.409  3.635  1.640  0.249
H  2.740  4.729  0.602  0.188
H  4.316  4.862  -0.190  0.233
H  4.011  5.696  1.331  0.251
H  4.537  1.410  1.292  0.235
H  4.486  2.344  -0.219  0.256
H  1.876  1.504  2.533  0.282

---

ORCA calculation (wB97M-V/def2-TZVPD) on a molecular structure, C44H28N4O4SeSr at a distorted geometry.

Properties
E_HOMO (eV): -1.62
Frontier orbital gap (hartree): 0.2035
E (Ha): -4645.757767
Energy above the lowest of the compared OMol25 structures with the same formula, charge and spin (kcal per mole): 9.1
Charge: -2

Last column: Mulliken charge in e.
Cartesian coordinates (Å):
Sr  0.159  1.040  -0.904  2.465
C  -2.728  6.479  3.842  -0.319
C  -2.213  6.584  2.556  -0.807
C  -1.715  5.464  1.905  0.215
C  -1.729  4.219  2.525  -1.077
C  -2.249  4.124  3.815  0.115
C  -2.744  5.242  4.473  -0.763
C  -1.211  2.989  1.844  1.218
C  0.184  2.732  2.023  0.321
C  1.059  3.419  2.958  -1.068
C  2.292  2.854  2.834  -1.267
C  2.183  1.827  1.810  0.051
C  3.219  0.975  1.344  1.602
C  4.578  1.238  1.910  -0.471
C  5.200  0.298  2.732  -0.059
C  6.462  0.534  3.260  -0.753
C  7.126  1.721  2.977  -0.327
C  6.517  2.664  2.161  -0.811
C  5.255  2.424  1.633  -0.066
C  3.142  -0.087  0.410  0.108
N  2.006  -0.513  -0.190  -0.626
C  2.301  -1.462  -1.094  0.137
C  1.373  -2.078  -1.992  1.691
C  2.002  -2.835  -3.121  -0.917
C  2.227  -2.154  -4.319  0.150
C  2.804  -2.811  -5.396  -0.783
C  3.169  -4.149  -5.291  -0.387
C  2.952  -4.829  -4.101  -0.675
C  2.369  -4.172  -3.022  0.081
C  -0.023  -1.927  -2.085  -0.191
C  -0.886  -2.482  -3.133  -0.997
C  -2.118  -1.966  -2.943  -1.032
C  -2.038  -1.082  -1.774  0.427
N  -0.788  -1.160  -1.272  -0.798
C  -3.056  -0.197  -1.330  1.481
C  -3.003  0.812  -0.327  0.040
C  -4.053  1.799  -0.059  -1.040
C  -3.542  2.690  0.819  -1.073
C  -2.162  2.276  1.090  0.394
N  -1.932  1.117  0.428  -0.805
C  -4.275  -0.165  -2.203  -0.527
C  -5.485  -0.718  -1.798  -0.044
C  -6.603  -0.666  -2.623  -0.647
C  -6.513  -0.057  -3.867  -0.384
C  -5.305  0.498  -4.276  -0.803
C  -4.187  0.451  -3.455  0.105
C  3.738  -1.701  -1.059  -1.038
C  4.256  -0.864  -0.124  -1.149
N  0.905  1.802  1.370  -0.419
H  -3.117  7.356  4.347  0.343
H  -2.200  7.543  2.052  0.381
H  -1.318  5.540  0.899  0.549
H  -2.262  3.152  4.295  0.451
H  -3.145  5.143  5.476  0.367
H  0.764  4.214  3.627  0.429
H  3.181  3.106  3.392  0.441
H  4.675  -0.624  2.950  0.433
H  6.922  -0.213  3.896  0.351
H  8.111  1.907  3.388  0.358
H  7.024  3.593  1.926  0.361
H  4.780  3.156  0.991  0.487
H  1.937  -1.109  -4.376  0.579
H  2.969  -2.270  -6.320  0.394
H  3.620  -4.658  -6.136  0.330
H  3.233  -5.872  -4.011  0.370
H  2.192  -4.695  -2.090  0.405
H  -0.574  -3.137  -3.932  0.431
H  -2.993  -2.120  -3.555  0.422
H  -5.030  1.816  -0.516  0.392
H  -4.022  3.572  1.215  0.422
H  -5.542  -1.191  -0.824  0.396
H  -7.539  -1.103  -2.293  0.362
H  -7.382  -0.014  -4.515  0.329
H  -5.227  0.978  -5.245  0.417
H  -3.235  0.882  -3.767  0.560
H  4.280  -2.402  -1.676  0.420
H  5.293  -0.757  0.154  0.437
O  -0.758  2.858  -2.141  -0.813
Se  -0.040  2.331  -3.571  1.029
O  -1.168  1.444  -4.386  -0.802
O  1.164  1.262  -3.045  -0.770
O  0.619  3.579  -4.391  -0.735